1.
Formula: C3HBrF6S
Source: the OMol25 dataset
Level of theory: ωB97M-V with the def2-TZVPD basis set

```
! RIJCOSX wB97M-V def2-TZVPD def2/J DEFGRID3
* xyz 0 1
F -0.401 -1.069 -1.833
C -0.683 -1.132 -0.491
F -1.997 -0.900 -0.387
F -0.418 -2.402 -0.147
C 0.241 -0.134 0.327
S 1.957 -0.447 -0.263
Br -0.063 -0.422 2.241
C -0.195 1.365 -0.031
F -1.404 1.813 0.464
F 0.775 2.109 0.462
F -0.312 1.616 -1.385
H 2.501 -0.397 1.041
*
```

Summary:
- Lowest unoccupied orbital energy: -0.270 eV
- Kohn-Sham gap: 10.2 eV
- Relative energy (zero: lowest compared OMol25 entry of this formula, charge and spin): 0.00 kcal per mole
- F_max: 2.1 eV/A
- E_tot: -100309.940 eV

=====

2.
Formula: C3HBrIO2
Source: the OMol25 dataset
Level of theory: ωB97M-V with the def2-TZVPD basis set

```
! RIJCOSX wB97M-V def2-TZVPD def2/J DEFGRID3
* xyz -1 3
C -1.043 0.591 0.755
C 2.403 0.252 -0.458
C 3.610 0.140 -0.773
O 4.643 -0.330 -1.175
O -1.317 0.680 1.912
Br -2.209 1.584 -0.575
I 1.327 1.868 0.304
H -0.624 -0.251 0.212
*
```

Summary:
- Lowest unoccupied orbital energy (alpha / beta): 3.186 / 2.418 eV
- Kohn-Sham gap (alpha / beta): 4.4 / 6.7 eV
- F_max: 3.9 eV/A
- Expectation value of S²: 2.015
- E_tot: -85361.942 eV

=====

3.
Formula: C3HCl2NO
Source: the OMol25 dataset
Level of theory: ωB97M-V with the def2-TZVPD basis set

```
! RIJCOSX wB97M-V def2-TZVPD def2/J DEFGRID3
* xyz 0 1
C -0.641 -1.562 -1.069
C -1.287 0.289 2.039
C -0.455 -0.829 0.197
N -0.679 -1.865 -2.165
O -0.539 0.122 2.932
Cl -2.161 1.618 1.557
Cl 0.858 -1.564 1.083
H -0.334 0.239 0.109
*
```

Summary:
- Lowest unoccupied orbital energy (alpha / beta): -1.514 / -1.752 eV
- Kohn-Sham gap (alpha / beta): 8.1 / 7.7 eV
- Relative energy (zero: lowest compared OMol25 entry of this formula, charge and spin): 66.51 kcal per mole
- F_max: 3.4 eV/A
- E_tot: -31705.522 eV

=====

4.
Formula: C3HCl2NO
Source: the OMol25 dataset
Level of theory: ωB97M-V with the def2-TZVPD basis set

```
! RIJCOSX wB97M-V def2-TZVPD def2/J DEFGRID3
* xyz 0 1
N 2.454 0.331 -0.886
C 1.361 -0.085 -0.906
C 0.115 -0.727 -0.805
Cl 0.161 -2.503 -1.027
C -1.036 -0.242 -0.401
O -2.021 0.295 -0.173
Cl 0.135 1.329 2.185
H -1.170 1.602 2.013
*
```

Summary:
- Lowest unoccupied orbital energy: -1.081 eV
- Kohn-Sham gap: 8.8 eV
- Relative energy (zero: lowest compared OMol25 entry of this formula, charge and spin): 16.59 kcal per mole
- F_max: 2.4 eV/A
- E_tot: -31707.686 eV

=====

5.
Formula: C3HCl2NS
Source: the OMol25 dataset
Level of theory: ωB97M-V with the def2-TZVPD basis set

```
! RIJCOSX wB97M-V def2-TZVPD def2/J DEFGRID3
* xyz 0 1
N -2.695 0.528 -0.637
C -1.665 0.200 -0.174
C -0.408 -0.448 0.239
S -0.262 -1.737 1.293
C 0.852 0.241 -0.239
Cl 1.369 1.268 1.182
Cl 2.249 -0.911 -0.615
H 0.561 0.860 -1.051
*
```

Summary:
- Lowest unoccupied orbital energy: -2.397 eV
- Kohn-Sham gap: 7.7 eV
- Relative energy (zero: lowest compared OMol25 entry of this formula, charge and spin): 9.40 kcal per mole
- F_max: 3.0 eV/A
- E_tot: -40495.443 eV

=====

6.
Formula: C3HCl3NP
Source: the OMol25 dataset
Level of theory: ωB97M-V with the def2-TZVPD basis set

```
! RIJCOSX wB97M-V def2-TZVPD def2/J DEFGRID3
* xyz 0 1
C 0.827 0.005 -0.099
C -0.133 -0.901 0.079
C 0.214 1.298 0.173
N -1.037 1.340 0.470
P -1.686 -0.265 0.730
Cl 2.442 -0.270 -0.636
Cl 0.712 -3.709 -0.046
Cl 1.181 2.664 -0.122
H -2.520 -0.162 -0.549
*
```

Summary:
- Lowest unoccupied orbital energy (alpha / beta): -3.596 / -3.600 eV
- Kohn-Sham gap (alpha / beta): 6.9 / 6.9 eV
- Relative energy (zero: lowest compared OMol25 entry of this formula, charge and spin): 88.84 kcal per mole
- F_max: 2.7 eV/A
- E_tot: -51468.403 eV

=====

7.
Formula: C3HClNO3
Source: the OMol25 dataset
Level of theory: ωB97M-V with the def2-TZVPD basis set

```
! RIJCOSX wB97M-V def2-TZVPD def2/J DEFGRID3
* xyz -1 1
C -0.307 0.623 0.566
C -1.370 1.320 0.241
C -3.625 0.922 -1.503
N 0.707 -0.005 0.878
O -2.651 1.183 0.253
O -4.629 1.421 -1.233
O -2.963 0.203 -2.107
Cl -0.646 3.080 -0.131
H 1.119 -0.791 0.090
*
```

Summary:
- Lowest unoccupied orbital energy: 3.782 eV
- Kohn-Sham gap: 7.2 eV
- Relative energy (zero: lowest compared OMol25 entry of this formula, charge and spin): 16.49 kcal per mole
- F_max: 3.8 eV/A
- E_tot: -23282.113 eV

=====

8.
Formula: C3HF3
Source: the OMol25 dataset
Level of theory: ωB97M-V with the def2-TZVPD basis set

```
! RIJCOSX wB97M-V def2-TZVPD def2/J DEFGRID3
* xyz 0 1
F -1.127 -1.821 -0.272
C -0.528 -0.687 0.005
C -0.675 0.553 0.347
F -1.412 1.474 0.956
C 0.788 0.083 -0.141
F 1.324 0.463 -1.405
H 1.629 -0.064 0.510
*
```

Summary:
- Lowest unoccupied orbital energy: 0.520 eV
- Kohn-Sham gap: 11.3 eV
- Relative energy (zero: lowest compared OMol25 entry of this formula, charge and spin): 41.47 kcal per mole
- F_max: 2.9 eV/A
- E_tot: -11275.850 eV

=====

9.
Formula: C3HF3S
Source: the OMol25 dataset
Level of theory: ωB97M-V with the def2-TZVPD basis set

```
! RIJCOSX wB97M-V def2-TZVPD def2/J DEFGRID3
* xyz 0 1
C -0.461 2.280 -0.187
S -0.237 1.013 0.936
C 1.378 0.946 1.431
C 2.161 -0.354 1.522
F 2.913 -0.505 2.576
F 1.468 -1.596 1.522
F 2.904 -0.271 0.452
H 0.350 2.976 -0.181
*
```

Summary:
- Lowest unoccupied orbital energy (alpha / beta): -2.590 / -2.517 eV
- Kohn-Sham gap (alpha / beta): 7.4 / 7.3 eV
- Relative energy (zero: lowest compared OMol25 entry of this formula, charge and spin): 126.23 kcal per mole
- F_max: 2.7 eV/A
- E_tot: -22108.105 eV

=====

10.
Formula: C3HF3S
Source: the OMol25 dataset
Level of theory: ωB97M-V with the def2-TZVPD basis set

```
! RIJCOSX wB97M-V def2-TZVPD def2/J DEFGRID3
* xyz 0 3
C -0.033 -0.526 0.098
C 1.377 -1.555 0.336
C 2.515 -0.906 -0.445
F 2.876 -1.534 -1.586
F 2.300 0.308 -0.799
F 3.570 -1.021 0.347
S -0.249 -1.905 -0.811
H -0.369 0.473 0.322
*
```

Summary:
- Lowest unoccupied orbital energy (alpha / beta): -0.119 / -2.547 eV
- Kohn-Sham gap (alpha / beta): 7.8 / 8.0 eV
- Relative energy (zero: lowest compared OMol25 entry of this formula, charge and spin): 18.64 kcal per mole
- F_max: 7.9 eV/A
- Expectation value of S²: 2.009
- E_tot: -22108.650 eV

=====

11.
Formula: C3HF5O2
Source: the OMol25 dataset
Level of theory: ωB97M-V with the def2-TZVPD basis set

```
! RIJCOSX wB97M-V def2-TZVPD def2/J DEFGRID3
* xyz 0 1
C -0.668 -0.344 2.001
C 0.006 0.600 1.129
C 2.098 -0.692 1.200
O -0.809 -0.316 3.227
O -0.205 0.766 -0.186
F -1.288 -1.256 1.281
F 0.422 1.639 1.853
F 2.883 -0.065 2.039
F 2.370 -0.463 -0.076
F 1.918 -1.983 1.582
H -0.034 1.686 -0.475
*
```

Summary:
- Lowest unoccupied orbital energy (alpha / beta): -0.842 / -0.566 eV
- Kohn-Sham gap (alpha / beta): 8.6 / 8.6 eV
- Relative energy (zero: lowest compared OMol25 entry of this formula, charge and spin): 17.10 kcal per mole
- F_max: 3.9 eV/A
- E_tot: -20806.586 eV

=====

12.
Formula: C3HF5O2RhS4
Source: the OMol25 dataset
Level of theory: ωB97M-V with the def2-TZVPD basis set

```
! RIJCOSX wB97M-V def2-TZVPD def2/J DEFGRID3
* xyz -1 5
Rh 0.175 0.413 0.981
S 1.333 -1.408 1.958
S 0.708 -1.667 3.848
S -0.979 -0.554 4.214
S -1.148 0.936 2.890
F -0.793 -2.365 -3.115
C -1.309 -1.198 -2.695
F -1.204 -0.326 -3.720
F -2.617 -1.397 -2.483
C -0.556 -0.661 -1.448
O -1.292 -0.267 -0.502
O 0.670 -0.648 -1.507
F 2.824 1.643 0.411
C 1.492 2.009 0.439
F 1.432 3.101 1.293
H 1.262 2.389 -0.565
*
```

Summary:
- Lowest unoccupied orbital energy (alpha / beta): 2.844 / 1.160 eV
- Kohn-Sham gap (alpha / beta): 7.1 / 6.4 eV
- Relative energy (zero: lowest compared OMol25 entry of this formula, charge and spin): 0.00 kcal per mole
- F_max: 0.1 eV/A
- Expectation value of S²: 6.016
- E_tot: -67160.917 eV

=====

13.
Formula: C3HF5O3S
Source: the OMol25 dataset
Level of theory: ωB97M-V with the def2-TZVPD basis set

```
! RIJCOSX wB97M-V def2-TZVPD def2/J DEFGRID3
* xyz 0 1
C 0.314 -1.124 -0.046
C -0.138 0.174 -0.691
C 0.800 1.257 -1.122
O -2.780 -0.366 1.754
O -0.741 0.151 2.917
O -0.555 -1.660 0.809
F 1.526 -0.792 0.565
F -1.137 -0.169 -1.561
F 1.872 0.740 -1.699
F 0.270 2.181 -1.925
F 1.335 1.900 -0.082
S -1.402 -0.256 1.701
H 0.636 -2.037 -0.620
*
```

Summary:
- Lowest unoccupied orbital energy (alpha / beta): -2.254 / -3.068 eV
- Kohn-Sham gap (alpha / beta): 8.7 / 7.9 eV
- Relative energy (zero: lowest compared OMol25 entry of this formula, charge and spin): 56.77 kcal per mole
- F_max: 4.8 eV/A
- E_tot: -33688.090 eV

=====

14.
Formula: C3HFFeO
Source: the OMol25 dataset
Level of theory: ωB97M-V with the def2-TZVPD basis set

```
! RIJCOSX wB97M-V def2-TZVPD def2/J DEFGRID3
* xyz 1 6
O -2.609 0.784 0.199
C -1.661 0.036 0.000
C -1.123 -1.203 -0.289
C -0.217 -0.302 0.197
H -0.933 -2.251 0.107
F 3.323 0.988 0.036
Fe 1.694 0.348 0.151
*
```

Summary:
- Lowest unoccupied orbital energy (alpha / beta): -5.840 / -8.623 eV
- Kohn-Sham gap (alpha / beta): 10.6 / 7.0 eV
- F_max: 4.2 eV/A
- Expectation value of S²: 8.779
- E_tot: -42265.997 eV

=====

15.
Formula: C3HFIrO2
Source: the OMol25 dataset
Level of theory: ωB97M-V with the def2-TZVPD basis set

```
! RIJCOSX wB97M-V def2-TZVPD def2/J DEFGRID3
* xyz 2 6
F -0.588 -2.031 -1.239
O 0.944 -0.372 0.540
O -0.287 1.263 1.521
C 0.611 -0.122 -0.749
C 0.066 -0.920 -1.644
C 0.384 0.274 1.528
H -0.077 -0.660 -2.691
Ir -1.052 2.568 2.735
*
```

Summary:
- Lowest unoccupied orbital energy (alpha / beta): -9.904 / -14.082 eV
- Kohn-Sham gap (alpha / beta): 9.0 / 4.5 eV
- Relative energy (zero: lowest compared OMol25 entry of this formula, charge and spin): 0.00 kcal per mole
- F_max: 6.7 eV/A
- Expectation value of S²: 8.760
- E_tot: -12746.583 eV

=====

16.
Formula: C3HFO3
Source: the OMol25 dataset
Level of theory: ωB97M-V with the def2-TZVPD basis set

```
! RIJCOSX wB97M-V def2-TZVPD def2/J DEFGRID3
* xyz 0 3
C 0.359 -0.211 0.393
C -3.108 -0.080 0.415
C -1.568 -1.659 -0.491
O -1.340 -2.652 -1.137
O -0.695 -0.636 -0.350
O -2.849 -1.347 -0.021
F -4.362 0.059 0.643
H 0.923 0.699 0.010
*
```

Summary:
- Lowest unoccupied orbital energy (alpha / beta): -0.155 / -1.374 eV
- Kohn-Sham gap (alpha / beta): 8.4 / 9.2 eV
- Relative energy (zero: lowest compared OMol25 entry of this formula, charge and spin): 90.26 kcal per mole
- F_max: 2.7 eV/A
- Expectation value of S²: 2.004
- E_tot: -11979.741 eV

=====

17.
Formula: C3HI3O3
Source: the OMol25 dataset
Level of theory: ωB97M-V with the def2-TZVPD basis set

```
! RIJCOSX wB97M-V def2-TZVPD def2/J DEFGRID3
* xyz 0 1
C 0.372 1.937 -2.188
C 0.114 -0.247 0.958
C -0.592 -1.590 1.061
O -0.231 2.392 -3.055
O 0.787 1.409 -1.245
O -1.199 -2.137 1.904
I -0.902 1.324 2.029
I 2.158 -0.517 1.462
I -0.484 -2.525 -0.934
H -0.024 -0.048 0.008
*
```

Summary:
- Lowest unoccupied orbital energy: -0.658 eV
- Kohn-Sham gap: 9.1 eV
- Relative energy (zero: lowest compared OMol25 entry of this formula, charge and spin): 1.48 kcal per mole
- F_max: 5.0 eV/A
- E_tot: -33571.414 eV

=====

18.
Formula: C3HLaO3
Source: the OMol25 dataset
Level of theory: ωB97M-V with the def2-TZVPD basis set

```
! RIJCOSX wB97M-V def2-TZVPD def2/J DEFGRID3
* xyz 1 2
H -0.783 0.546 2.071
O 2.203 1.014 1.491
C 1.073 0.820 1.252
C -0.218 0.530 1.132
O -0.843 0.100 0.016
C -0.382 -0.399 -2.093
O -0.158 -0.022 -3.198
La -0.893 -2.588 -0.673
*
```

Summary:
- Lowest unoccupied orbital energy (alpha / beta): -5.748 / -5.795 eV
- Kohn-Sham gap (alpha / beta): 4.8 / 4.8 eV
- Relative energy (zero: lowest compared OMol25 entry of this formula, charge and spin): 38.67 kcal per mole
- F_max: 7.2 eV/A
- Expectation value of S²: 0.753
- E_tot: -10116.743 eV

=====

19.
Formula: C3HLaO3
Source: the OMol25 dataset
Level of theory: ωB97M-V with the def2-TZVPD basis set

```
! RIJCOSX wB97M-V def2-TZVPD def2/J DEFGRID3
* xyz 2 1
C -1.646 0.350 0.290
C -0.580 -0.181 0.083
O -2.702 1.073 0.487
H -2.973 1.555 -0.308
O 0.661 -1.314 0.192
C 1.057 -0.347 -0.634
O 2.057 0.292 -0.189
La 4.126 -1.429 0.079
*
```

Summary:
- Lowest unoccupied orbital energy (alpha / beta): -10.849 / -10.925 eV
- Kohn-Sham gap (alpha / beta): 4.4 / 4.3 eV
- Relative energy (zero: lowest compared OMol25 entry of this formula, charge and spin): 158.78 kcal per mole
- F_max: 4.1 eV/A
- E_tot: -10101.284 eV

=====

20.
Formula: C3HLiO4Pd
Source: the OMol25 dataset
Level of theory: ωB97M-V with the def2-TZVPD basis set

```
! RIJCOSX wB97M-V def2-TZVPD def2/J DEFGRID3
* xyz 3 4
O 0.775 -1.178 -1.761
C -0.325 -0.613 -1.493
O -0.435 -0.072 -0.241
O -1.276 -1.398 -1.775
Pd 2.135 -0.388 -0.722
C 0.716 0.266 0.342
C 0.646 0.997 1.489
O 0.769 1.663 2.408
Li 0.674 3.058 4.154
H -0.549 -2.212 -2.153
*
```

Summary:
- Lowest unoccupied orbital energy (alpha / beta): -14.258 / -17.180 eV
- Kohn-Sham gap (alpha / beta): 9.3 / 7.7 eV
- Relative energy (zero: lowest compared OMol25 entry of this formula, charge and spin): 0.00 kcal per mole
- F_max: 6.7 eV/A
- Expectation value of S²: 3.761
- E_tot: -14961.720 eV